(1)
13
Properties=species:S:1:pos:R:3:forces:R:3:mulliken_charge:R:1 method="wB97M-V/def2-TZVPD" lumo_ev=0.2 total_charge=0
C 0.27775 -0.94916 -2.22452 -0.42 -0.54 -1.88 0.007
C -0.22996 -1.43315 2.15624 0.82 -0.36 -0.16 -0.127
C 0.23998 -0.37063 -1.18499 0.61 -1.59 -0.11 -0.681
C 0.20778 -0.90703 1.16896 -0.79 -0.16 1.11 -0.708
C -1.15686 1.37365 0.10160 3.36 -2.50 4.60 -0.867
C 0.51618 -0.04081 0.13750 -1.43 4.11 -0.48 0.666
O 1.68817 0.69302 0.28196 0.39 0.66 -3.04 -0.486
H 0.22947 -1.45096 -3.16766 -0.01 0.25 0.14 0.465
H -0.18295 -2.11043 2.95338 -0.53 -0.43 0.72 0.406
H -1.14099 1.53285 -0.89533 -0.72 0.40 -2.94 0.356
H -1.62988 0.55550 0.65735 -0.83 0.95 -0.70 0.325
H -0.64745 2.12550 0.72796 -0.66 -0.28 -0.33 0.268
H 1.82875 0.98164 -0.71245 0.20 -0.51 3.07 0.377

(2)
9
Properties=species:S:1:pos:R:3:forces:R:3:mulliken_charge:R:1 method="wB97M-V/def2-TZVPD" s_squared=2.006 multiplicity=3 lumo_ev="-0.6 / -5.4" total_charge=0
C -0.00117 -0.47219 0.17997 -0.50 1.55 -4.10 0.370
N 1.10444 0.30565 -0.58359 -3.47 -1.15 0.98 0.931
N -1.30828 0.31446 0.15878 2.04 -1.11 -1.56 0.908
O 0.95900 1.49019 -0.60087 0.37 1.52 0.01 -0.555
O 1.98113 -0.36875 -1.01289 1.55 -0.79 -0.48 -0.529
O -1.65842 0.87167 1.14555 -0.46 0.65 1.39 -0.543
O -1.81162 0.27745 -0.92651 -1.18 0.30 -0.45 -0.500
F -0.18481 -1.64563 -0.39418 -0.01 -0.21 0.12 -0.214
Br 0.91972 -0.77286 2.03373 1.67 -0.76 4.09 0.132

(3)
79
Properties=species:S:1:pos:R:3:forces:R:3:mulliken_charge:R:1 method="wB97M-V/def2-TZVPD" lumo_ev=-2.4 total_charge=+1
Y -0.02087 -0.20475 -1.35884 -1.52 0.81 -1.81 1.081
O -2.19180 0.90543 -1.97522 -0.18 -0.12 -0.27 -0.019
C -2.72723 0.85323 -3.28510 -0.22 0.14 -0.34 -0.908
C -1.66355 0.44678 -4.27491 -0.10 0.00 0.09 0.745
C -2.03777 0.12855 -5.57677 0.12 -0.02 0.11 -0.948
C -1.06376 -0.20540 -6.49871 0.04 0.10 0.31 -0.356
C 0.26527 -0.15390 -6.09644 0.02 0.04 0.09 -0.846
C 0.54949 0.17906 -4.78377 0.17 -0.02 -0.21 -0.344
N -0.39083 0.44077 -3.86671 -0.14 0.04 0.11 -0.130
H -2.92097 1.00172 -1.34130 0.35 -0.04 0.04 0.080
H -3.09184 1.85099 -3.57469 -0.01 -0.19 0.03 0.473
H -3.56695 0.14930 -3.34588 0.13 0.09 0.08 0.495
H -3.08305 0.13194 -5.84422 -0.11 0.00 -0.03 0.453
H -1.33230 -0.48963 -7.50453 0.00 0.01 -0.09 0.460
H 1.06312 -0.36964 -6.79129 0.07 0.01 0.03 0.453
H 1.57519 0.26351 -4.44392 0.03 -0.13 0.00 0.636
O -3.32937 -2.50682 -0.66136 0.13 -0.01 -0.08 -0.671
C -2.16623 -2.22180 -0.86556 -0.68 -1.07 -0.25 0.246
O -1.50958 -1.26702 -0.32810 0.10 0.05 0.62 -0.464
C -1.34885 -3.06463 -1.85118 -0.30 -0.06 0.21 0.505
C -1.61901 -4.41584 -2.01695 -0.01 0.16 -0.03 -0.830
C -0.81610 -5.15315 -2.86955 0.01 0.24 0.05 -0.351
C 0.19565 -4.49775 -3.55624 -0.05 0.08 0.06 -0.958
C 0.37125 -3.14083 -3.35215 0.15 -0.05 -0.25 -0.058
N -0.36639 -2.42661 -2.50152 -0.18 -0.18 0.34 0.385
H -2.43930 -4.85301 -1.46811 -0.03 0.01 0.02 0.530
H -0.97279 -6.21207 -2.99667 -0.03 -0.13 -0.03 0.452
H 0.84847 -5.02987 -4.22933 0.05 -0.01 -0.09 0.448
H 1.14175 -2.60391 -3.88870 0.05 -0.01 0.02 0.334
C 0.24632 0.63930 5.56379 0.04 -0.24 0.16 -0.807
O -0.50304 1.81298 5.33946 -0.16 0.09 -0.26 -0.467
C -0.16904 2.68139 4.34008 0.01 0.15 -0.13 0.017
C -0.59725 3.99514 4.55243 0.04 -0.18 0.00 -0.518
C -0.39384 4.98348 3.61458 -0.05 -0.05 0.07 -0.615
C 0.29614 4.69778 2.44950 0.12 -0.09 -0.13 -0.683
C 0.74664 3.41511 2.23516 0.12 0.22 0.24 -0.307
C 0.49792 2.38871 3.14382 0.14 0.26 0.09 0.595
N 0.97842 1.09995 2.79688 0.34 -0.30 -0.07 0.087
C 1.00861 0.58125 1.53400 0.36 0.24 0.44 0.254
N 1.98374 -0.34508 1.37113 0.08 -0.08 0.62 -0.120
C 2.61209 -0.91117 0.24232 0.07 -0.06 -0.64 -0.092
C 2.12966 -0.79612 -1.07058 1.80 -0.36 0.68 0.037
C 2.97554 -1.34306 -2.05620 0.05 0.01 0.25 -0.415
C 4.15157 -2.00748 -1.76089 -0.14 0.05 -0.31 -1.409
C 4.57298 -2.14291 -0.44816 -0.04 0.10 0.35 -0.234
C 3.82179 -1.57244 0.56133 -0.12 0.04 0.00 0.548
O 4.16456 -1.57598 1.89305 -0.33 0.17 -0.39 -0.443
C 5.28450 -2.33154 2.30542 0.17 -0.13 0.20 -0.964
N 0.20091 0.94578 0.56313 0.54 -0.01 0.54 -0.306
C -1.01572 1.59433 0.87438 -0.34 0.10 0.10 1.446
C -1.42271 2.68338 0.11361 0.12 -0.22 0.25 -0.396
C -2.63548 3.30662 0.35763 -0.09 0.04 -0.08 -1.218
C -3.45142 2.83584 1.37017 0.07 0.01 -0.08 -0.958
C -3.07235 1.73585 2.12362 0.05 -0.25 0.20 -0.482
C -1.86313 1.09473 1.88658 0.05 -0.06 -0.27 0.281
O -1.40919 0.00313 2.55344 -0.24 0.32 -0.30 0.095
C -2.26740 -0.60736 3.49367 -0.22 -0.13 0.19 -1.226
H -0.13280 0.23034 6.49910 0.09 -0.01 -0.04 0.229
H 1.31011 0.86462 5.69050 0.02 0.03 -0.01 0.358
H 0.10496 -0.10257 4.77472 -0.02 0.04 0.08 0.177
H -1.09617 4.21612 5.48250 -0.10 -0.05 0.10 0.470
H -0.76631 5.97768 3.79376 -0.02 0.17 0.09 0.421
H 0.50021 5.46453 1.72057 -0.02 0.12 -0.09 0.446
H 1.30484 3.17379 1.34238 0.03 0.02 -0.07 0.434
H 1.57681 0.64357 3.46777 -0.06 0.09 -0.12 0.427
H 2.54078 -0.53714 2.19704 -0.12 0.20 -0.09 0.391
H 2.72267 -1.23568 -3.10446 -0.10 -0.06 -0.12 0.208
H 4.75424 -2.42552 -2.55420 0.07 -0.02 -0.06 0.428
H 5.49289 -2.65742 -0.22907 0.12 -0.07 0.07 0.438
H 5.31978 -2.22606 3.38875 0.06 -0.06 -0.08 0.259
H 6.21809 -1.95039 1.88079 -0.12 -0.01 -0.04 0.344
H 5.15590 -3.38586 2.04962 0.05 0.02 -0.03 0.405
H -0.75929 3.03958 -0.66580 0.02 0.08 0.02 0.397
H -2.93671 4.15801 -0.23060 -0.01 0.13 -0.08 0.545
H -4.39329 3.31858 1.58235 -0.07 0.05 0.01 0.483
H -3.72871 1.38364 2.90251 -0.05 -0.08 0.08 0.504
H -1.71885 -1.46349 3.88489 -0.07 0.06 -0.02 0.260
H -3.18451 -0.96219 3.01945 -0.02 0.03 -0.02 0.373
H -2.50713 0.07960 4.31178 0.01 -0.06 -0.03 0.408

(4)
5
Properties=species:S:1:pos:R:3:forces:R:3:mulliken_charge:R:1 method="wB97M-V/def2-TZVPD" smiles=C#N.Cl lumo_ev=0.9 total_charge=0
C -2.16804 0.21750 0.28202 0.97 0.07 -0.61 0.052
N -1.07636 0.16160 -0.09873 -1.49 0.09 0.66 -0.305
H -3.20884 0.30720 0.56665 0.58 -0.11 -0.05 0.259
Cl 2.91816 0.34016 -0.06220 -0.93 0.53 -0.06 -0.264
H 1.75184 0.94766 -0.14309 0.87 -0.58 0.06 0.259

(5)
16
Properties=species:S:1:pos:R:3:forces:R:3:mulliken_charge:R:1 method="wB97M-V/def2-TZVPD" smiles="[H]/N=P/Cl.CC(C)O" lumo_ev=-0.6 total_charge=0
H -2.84383 -1.83984 -0.26749 -0.50 0.54 -0.56 0.278
N -3.48299 -1.03788 -0.48715 0.91 -1.58 0.17 -0.434
P -3.28735 -0.06057 0.68345 -0.21 0.49 0.24 0.404
Cl -4.69318 1.32951 0.22702 -0.17 0.54 0.16 -0.239
C 0.77222 -0.84815 -0.85532 1.91 1.07 -1.83 -0.954
C 1.40437 -0.21022 0.38074 0.16 1.15 -0.11 0.418
C 1.78900 1.34719 0.11823 -1.41 -0.76 0.89 -1.051
O 0.56533 -0.37859 1.46420 0.67 -1.89 1.77 -0.530
H -0.28367 -1.11910 -0.89902 -0.03 0.91 0.31 0.143
H 1.17264 -0.14020 -1.63435 -1.50 -0.79 -0.10 0.281
H 1.26373 -1.74201 -1.18620 0.46 -0.87 0.38 0.290
H 2.28264 -0.77496 0.71231 0.19 0.27 -0.56 0.262
H 1.10163 2.04429 0.68374 0.70 -0.91 -0.10 0.275
H 1.50685 1.57046 -0.90930 0.75 0.15 -0.13 0.342
H 2.82253 1.60020 0.39931 -0.41 -0.15 -0.40 0.248
H -0.08989 0.25988 1.56981 -1.53 1.82 -0.12 0.267

(6)
3
Properties=species:S:1:pos:R:3:forces:R:3:mulliken_charge:R:1 method="wB97M-V/def2-TZVPD" lumo_ev=-12.8 total_charge=+3
Ca 2.27870 1.42656 -0.05397 0.51 0.32 -0.01 1.483
Ca -2.32115 -1.34879 0.11998 -0.54 -0.32 0.03 1.483
Br 0.04245 -0.07777 -0.06601 0.03 0.00 -0.01 0.034

(7)
12
Properties=species:S:1:pos:R:3:forces:R:3:mulliken_charge:R:1 method="wB97M-V/def2-TZVPD" lumo_ev="-0.2 / -1.3" total_charge=0
C -1.39619 -0.64363 1.31403 1.33 -2.90 -1.17 0.032
C -0.71913 -1.38643 0.53350 -2.64 1.91 2.97 -0.302
C -0.10797 1.36810 -0.00339 -3.47 -2.16 3.52 -0.665
C -1.41484 0.66092 1.46463 2.57 3.29 -2.96 0.144
C 0.58324 0.35332 -0.63631 -0.53 -3.09 0.47 0.639
C 0.22693 -1.19054 -0.50649 0.65 -0.71 2.66 -0.230
N 1.52747 0.50296 -1.43296 1.71 4.30 -1.27 -0.655
F -1.91537 1.55639 2.29202 0.09 -0.59 -0.24 -0.217
H 0.27557 2.27800 0.32312 0.45 1.56 -0.04 0.393
H 1.06457 -1.88904 -0.29497 0.13 0.90 -0.82 0.333
H -0.32941 -1.47609 -1.31976 -0.54 -0.62 -2.88 0.297
H 2.20514 -0.13395 -1.73342 0.26 -1.91 -0.24 0.230

(8)
88
Properties=species:S:1:pos:R:3:forces:R:3:mulliken_charge:R:1 method="wB97M-V/def2-TZVPD" lumo_ev="-3.9 / -3.9" total_charge=+1
Tc -0.52783 0.51814 0.80771 3.27 -1.08 0.53 -0.660
O -1.97223 1.45714 0.05991 -0.45 0.85 -1.20 -0.558
C -3.17433 1.37274 0.55651 -1.15 -0.39 0.45 0.681
C -4.06543 2.44804 0.35531 0.09 0.05 0.03 -0.677
C -5.37273 2.37744 0.76191 0.26 -0.11 -0.01 -0.574
C -5.85743 1.22084 1.38361 -0.08 -0.26 0.17 -0.716
C -5.02563 0.15204 1.58641 -0.20 0.14 0.02 -0.767
C -3.67073 0.18594 1.19601 0.27 0.58 -0.21 0.521
C -2.90983 -0.99996 1.33451 0.19 -0.17 -0.22 -0.581
N -1.61863 -1.07456 1.11201 -0.84 0.51 0.08 0.993
N -1.11853 -2.32266 1.08861 0.31 -1.26 0.06 -1.139
C -0.00803 -2.62506 0.52921 -0.93 0.34 0.37 0.612
O 0.78847 -1.80616 -0.21799 0.31 -0.51 0.19 0.111
C 0.41167 -4.02406 0.53151 0.33 -0.51 -0.05 0.424
C 1.72337 -4.38386 0.21991 -0.20 0.20 0.07 -0.121
C 2.07927 -5.71996 0.18251 0.05 -0.10 0.01 -0.834
C 1.13817 -6.70586 0.44101 0.04 0.08 -0.03 -0.436
C -0.16273 -6.35256 0.77001 0.06 0.02 0.03 -0.767
C -0.52443 -5.02136 0.82431 0.10 0.19 -0.08 -0.612
H -3.68093 3.33174 -0.12989 0.06 0.03 -0.10 0.549
H -6.03993 3.20924 0.59521 -0.02 0.10 -0.04 0.449
H -6.89003 1.17044 1.69121 -0.08 -0.03 0.05 0.445
H -5.39983 -0.74256 2.06521 -0.04 -0.08 -0.01 0.428
H -3.42863 -1.92906 1.53671 0.02 -0.13 0.02 0.392
H 2.45887 -3.61536 0.03191 0.05 0.03 -0.10 0.492
H 3.09837 -5.99526 -0.04509 0.06 -0.01 -0.04 0.440
H 1.41567 -7.74866 0.38691 0.04 -0.05 0.02 0.426
H -0.89113 -7.11846 0.98801 -0.08 -0.05 0.00 0.427
H -1.53173 -4.73346 1.07561 -0.11 0.00 0.01 0.453
C -0.43383 -0.64936 7.23141 -0.04 -0.07 0.08 -1.220
C -0.83523 -0.17976 5.87841 -0.51 0.15 -0.20 0.885
C -2.12593 0.25664 5.55141 0.21 -0.07 -0.01 -1.160
C -2.34083 0.68684 4.25321 -0.17 -0.02 0.25 0.044
N -1.37773 0.68494 3.33891 0.12 0.30 -0.27 0.070
C -0.19353 0.20854 3.73801 -0.37 0.15 0.12 0.449
S 1.02237 0.14764 2.50141 0.11 -0.05 -0.95 -0.518
N 0.10997 -0.20496 4.94781 0.47 -0.14 0.11 -0.545
H -1.28843 -0.99136 7.80681 -0.04 -0.05 0.09 0.373
H 0.05347 0.15444 7.78081 0.00 0.13 0.02 0.268
H 0.29937 -1.44306 7.11641 -0.03 -0.09 0.08 0.357
H -2.92003 0.25394 6.28251 -0.04 0.05 0.01 0.398
H -3.31053 1.04274 3.91891 0.00 0.02 0.10 0.499
S 0.97427 2.50714 0.08641 -0.14 -0.33 0.04 -0.055
C 0.39137 4.04454 0.30801 0.09 0.08 -0.02 0.097
N 1.06107 5.12914 -0.09689 -0.03 -0.24 0.16 -0.129
C 0.36457 6.39584 -0.01699 -0.21 0.38 -0.10 -0.627
C -0.60393 6.24304 1.14511 -0.01 -0.40 0.18 -0.586
S -1.10243 4.47494 1.09391 0.11 0.16 -0.11 -0.014
H 1.91307 5.02884 -0.62819 -0.05 -0.12 0.00 0.265
H -0.17553 6.58284 -0.95559 0.09 0.04 0.14 0.279
H 1.07227 7.20824 0.16501 -0.09 -0.09 -0.07 0.365
H -1.48683 6.86904 1.06861 0.01 0.05 -0.08 0.422
H -0.11463 6.40844 2.10441 -0.01 0.09 -0.05 0.305
C 0.55827 -0.51416 -0.45169 -0.90 1.93 0.87 0.994
Ge 1.44267 -0.15906 -2.22569 0.13 0.08 -0.30 1.387
C 3.36597 -0.04566 -1.75749 -0.86 -0.08 -0.28 -0.257
C 3.72137 0.17324 -0.43219 -0.19 -0.04 0.03 0.370
C 5.05327 0.30974 -0.08169 0.07 0.01 0.14 -0.948
C 6.03947 0.22254 -1.05119 -0.03 -0.01 0.03 -0.481
C 5.69117 0.00924 -2.37449 0.12 -0.01 -0.09 -0.788
C 4.35957 -0.11896 -2.72499 -0.18 -0.02 -0.10 -0.185
C 0.83057 1.48954 -3.15759 0.22 -0.85 0.31 0.150
C -0.40193 1.53894 -3.79369 -0.03 -0.16 0.06 -0.084
C -0.79893 2.67684 -4.47639 -0.09 0.03 -0.06 -0.827
C 0.04157 3.77544 -4.53529 -0.08 0.03 0.02 -0.545
C 1.27677 3.72994 -3.91059 0.11 0.10 0.02 -0.689
C 1.67117 2.59164 -3.22999 0.10 -0.08 0.06 -0.365
C 0.75017 -1.87686 -2.96439 0.37 0.75 0.10 0.270
C 1.57747 -2.91876 -3.35209 0.11 0.21 -0.05 -0.361
C 1.05717 -4.18556 -3.55879 0.04 -0.12 -0.04 -0.760
C -0.29353 -4.42126 -3.37879 0.03 -0.09 0.02 -0.544
C -1.13033 -3.38366 -3.00459 -0.16 -0.01 0.03 -0.773
C -0.60993 -2.12106 -2.79489 -0.04 0.19 -0.07 -0.226
H 2.94557 0.24144 0.32431 0.14 0.01 0.08 0.089
H 5.32207 0.48284 0.94961 0.03 0.01 0.10 0.471
H 7.07817 0.31794 -0.77589 0.11 0.03 0.04 0.404
H 6.45637 -0.05576 -3.13379 0.07 0.00 -0.05 0.423
H 4.07837 -0.27196 -3.75669 0.09 -0.02 -0.19 0.499
H -1.04803 0.67374 -3.76799 -0.15 -0.06 -0.05 0.312
H -1.75523 2.70214 -4.97749 -0.09 -0.01 -0.02 0.445
H -0.26063 4.66084 -5.07539 -0.02 0.06 -0.05 0.417
H 1.93937 4.58064 -3.96699 0.10 0.09 -0.03 0.470
H 2.63887 2.54394 -2.75189 0.15 0.09 0.04 0.500
H 2.63587 -2.73756 -3.47789 0.13 -0.09 0.01 0.369
H 1.71137 -4.99476 -3.84129 0.09 -0.11 -0.06 0.463
H -0.69383 -5.41436 -3.51109 -0.03 -0.11 -0.06 0.434
H -2.18423 -3.56756 -2.85779 -0.12 0.00 0.00 0.439
H -1.26123 -1.31796 -2.46179 -0.10 -0.04 0.00 0.303

For reference, energy above the lowest of the compared OMol25 structures with the same formula, charge and spin by record: 164.6; 25.7; 29.9; 0.0; 48.1; 0.0; 192.0; 23.2 kcal/mol.
For reference, M by record: 94.11; 202.92; 696.57; 63.49; 141.54; 160.06; 109.10; 896.57 g mol⁻¹.